Entry 1:
ORCA calculation (the ωB97M-V functional and the def2-TZVPD basis) on a molecular structure, C12H23GdN2O2P2 in a non-equilibrium geometry.

Last column: Löwdin spin population.
Cartesian coordinates (Å):
H 2.176980 0.956793 2.419003  -0.001
C -0.464411 -1.875686 -0.307882  -0.058
C -1.906152 2.328921 -3.874235  0.000
C -2.305127 1.286787 -1.744195  -0.001
C -0.575240 1.945945 -3.759022  0.000
H -3.472465 -0.166489 3.033478  -0.001
H -2.644402 2.882946 2.504516  0.000
H 4.647298 0.483809 -0.675227  0.000
C -3.914164 0.039323 2.047043  -0.013
H 2.339303 0.194886 0.075307  0.002
H 1.673184 -2.192337 -1.941897  0.000
Gd -0.070929 0.336318 0.541425  7.193
H -2.522707 3.362785 0.792855  0.000
H -3.862086 2.175295 -2.916207  0.000
H 1.903062 1.842045 -2.760453  0.000
O 2.854210 6.019130 -0.178609  0.000
H 2.713350 5.636148 0.685501  0.000
H -4.113927 2.863056 1.470437  -0.002
H -4.827287 0.640554 2.169582  -0.003
O 1.533738 0.803882 1.711276  -0.023
C 2.637032 -1.672367 -1.871390  0.000
H 3.248596 -2.187212 -1.116486  0.000
H -3.543522 -0.244752 -0.816910  0.000
H -4.144874 -0.918378 1.558873  0.000
C -0.126010 1.286778 -2.622572  0.001
C 4.021639 0.855923 -1.496578  0.000
H -4.220636 1.402072 -0.734483  -0.002
C -3.030441 2.687925 1.493816  -0.008
P -2.671107 0.950274 1.077307  -0.059
C -3.288378 0.820297 -0.662671  -0.009
H 2.152392 5.639569 -0.731569  0.000
N -0.788003 -2.959664 -0.644810  -0.007
H 4.503095 0.644508 -2.459882  0.000
H 1.525669 0.327201 -3.537954  0.000
H -2.257870 2.902916 -4.732208  0.000
C -2.792689 1.949539 -2.865915  -0.001
P 2.405857 0.039010 -1.370224  0.004
H 0.141695 2.157190 -4.551776  0.000
C 1.358156 0.926103 -2.622906  0.001
N -0.973169 1.022000 -1.597225  -0.014
H 3.883508 1.937540 -1.365582  0.000
H 3.157709 -1.720378 -2.840113  0.000

Cartesian forces, eV/Å:
-0.2806 -0.0477 -0.2655
-0.3657 -2.2029 -0.4400
-0.1916 -0.1650 0.2935
0.0460 0.0112 0.1475
0.2790 0.0079 -0.2508
-0.3268 0.0156 -0.2209
-0.2110 0.0826 -0.2488
-0.0730 0.0385 -0.2472
0.2900 -0.3728 0.2127
-0.9852 -0.0130 -0.5251
0.1906 0.0885 0.0277
-0.3865 -0.8667 0.5117
-0.1584 -0.0668 0.1671
0.4561 -0.0628 -0.1064
0.3277 0.5291 -0.1230
-0.3118 -0.3561 -0.6338
0.0040 0.0057 0.4212
0.2900 -0.0293 -0.0240
0.3190 -0.1995 -0.1152
0.5434 0.1534 0.3375
-0.2741 -0.4427 0.1700
-0.1355 0.1746 -0.1651
0.1534 0.3639 -0.1183
0.0557 0.2597 0.2129
-0.8976 0.1713 0.2590
-0.0825 0.1374 -0.0847
0.2735 -0.2299 -0.0095
0.4359 0.1213 0.1879
-1.7803 0.6688 0.0445
0.4013 -0.1042 -0.2337
0.2968 0.3568 0.2204
0.7039 2.4633 0.6419
-0.1424 0.0913 0.2256
0.0938 0.0620 0.4127
0.1412 -0.2443 0.1808
0.0243 0.0668 0.1040
1.9158 -0.2899 -0.9190
-0.2539 0.0439 0.1084
-0.4563 -0.3912 0.3004
0.1070 0.1821 -0.6984
0.1341 -0.2233 -0.0398
-0.1692 0.2123 0.2816

The net charge is +2. The highest occupied orbital energy (spin up / spin down) is -16.05 / -16.05 eV. The value obtained for the energy relative to the best compared isomer or geometry (same formula, charge and spin) is 0.000 eV. Its multiplicity is 8. As for the total energy: -2178.83410 a.u. The expectation value of S² is 15.9164.


Entry 2:
ORCA calculation (the ωB97M-V functional and the def2-TZVPD basis) on 12 unconnected molecules or ions with the total composition C32H92N20O16 in a non-equilibrium geometry.

Last column: Löwdin charge in e.
Cartesian coordinates (Å):
H -11.621140 22.794850 9.112970  0.120
H -9.270270 14.434180 9.386480  0.049
O -8.133290 16.677300 5.607560  -0.217
N -12.254610 20.017470 12.265860  0.188
H -10.293280 12.427060 11.732570  0.101
H -8.061420 17.396080 3.007970  0.101
C -8.959450 14.022550 2.619970  -0.166
C -10.887740 12.637210 10.843450  -0.238
H -10.227820 15.722180 7.247960  0.090
H -11.074270 13.566280 2.317400  0.116
C -10.105340 21.843510 15.922810  -0.783
H -8.275990 20.407380 9.673000  0.117
H -7.254150 15.124510 8.123910  0.109
C -10.685440 25.245990 13.783360  -0.819
C -9.252990 20.520740 10.142820  -0.167
N -7.907400 18.787430 15.726720  0.174
H -10.828030 23.188110 17.185660  0.130
C -13.135130 12.211200 10.380240  -0.106
H -14.330530 19.748740 11.896810  0.114
C -5.235670 12.859250 9.140410  -0.097
C -10.961120 15.816420 8.048890  -0.064
H -4.507230 12.839530 9.951020  0.075
C -7.962070 16.330100 3.212700  -0.211
H -3.171180 8.436060 16.943450  0.076
H -4.525490 12.257790 15.529700  0.129
H -12.875750 12.264250 9.322880  0.081
O -7.346690 17.982650 11.926130  0.060
O -14.980550 18.415120 7.009640  0.075
H -10.610330 18.814780 8.911990  0.102
H -8.289430 22.234920 11.254330  0.117
N -13.368320 19.811280 7.624940  0.169
H -11.744630 15.058660 8.045200  0.091
H -12.573460 20.089170 8.182690  0.082
N -14.197210 20.673990 12.279200  0.174
C -10.210310 16.992160 10.040050  -0.160
H -6.481870 22.645940 15.760590  0.107
O -9.377840 21.355140 16.761610  0.012
H -2.957850 8.201140 15.359680  0.076
H -7.243920 16.078380 2.432310  0.109
H -5.366960 12.786170 12.303590  0.102
C -4.613420 10.328650 15.395350  -0.293
N -9.363900 17.804170 14.520380  0.174
H -8.838050 18.323360 8.988360  0.118
C -10.252350 13.152050 2.901310  -0.240
H -12.310580 14.197400 4.491840  0.084
H -7.651650 12.070920 8.441990  0.109
H -8.954080 18.879380 11.276540  0.059
C -9.044670 18.116490 15.742430  -0.833
C -11.619550 23.489810 7.305110  -0.797
H -11.207580 13.674460 10.943110  0.117
N -9.827990 26.115730 14.127790  0.194
H -9.937810 24.902010 11.927170  0.104
H -4.880190 9.549660 14.681130  0.125
H -4.831710 17.989150 12.360560  0.114
H -9.561330 18.039810 4.871080  0.095
O -6.113990 13.998170 9.151910  -0.245
H -7.278550 21.714340 16.980790  0.081
H -11.260480 19.979720 12.440190  0.096
N -5.217970 17.287790 11.744930  0.170
H -7.450680 18.808020 16.627320  0.109
H -12.608530 12.472720 4.260730  0.083
H -4.250350 20.066410 17.405120  0.120
H -7.824500 12.580280 12.476790  0.109
H -9.479100 15.483820 3.991580  0.078
H -7.368420 14.168150 12.063090  0.099
H -13.719280 20.480410 6.954720  0.099
H -8.219110 13.512880 3.236600  0.099
H -7.600140 16.321980 10.008680  0.084
N -5.058780 20.669300 17.349690  0.159
N -11.078340 23.243870 8.389190  0.178
H -5.276400 10.298220 16.260010  0.132
H -5.912980 16.025490 9.990420  0.095
N -13.609200 17.911910 8.677560  0.157
O -11.504910 24.907140 14.576830  0.039
C -7.267680 16.190180 4.597220  -0.201
H -9.298370 21.224600 14.142140  0.075
H -1.715660 9.044320 16.265520  0.080
H -14.169060 17.083050 8.537370  0.120
H -11.946620 13.072460 5.775240  0.070
C -7.013520 14.064460 8.043420  -0.192
H -10.266540 23.735460 8.734750  0.121
C -8.939220 21.372690 11.404100  -0.220
H -10.752620 12.689020 8.804530  0.099
H -9.818920 14.719890 14.699290  0.088
H -8.636840 13.986980 1.579420  0.112
N -6.710180 16.408150 10.478420  0.192
O -9.987200 15.937410 9.079280  -0.265
H -9.904900 26.635380 14.990430  0.137
H -10.521190 22.424850 14.064270  0.080
H -13.734530 11.343320 10.655220  0.092
O -8.138940 13.787830 14.100740  -0.169
H -11.256150 16.907760 10.335350  0.112
H -11.311240 23.945970 12.385020  0.076
H -5.423270 13.900820 13.553040  0.115
H -3.957480 11.685250 13.895780  0.130
H -11.397800 16.800910 7.880990  0.067
C -9.801220 18.376090 9.495940  -0.206
O -8.454400 20.597980 12.457890  -0.266
H -6.286030 16.650590 4.485510  0.115
H -9.979150 20.922000 9.435880  0.102
N -9.653560 19.224350 10.634800  -0.083
H -9.217890 26.395920 13.373220  0.114
H -6.704810 11.995260 14.648900  0.106
H -10.313840 17.464390 14.567940  0.112
H -9.489020 15.170970 12.993750  0.070
C -11.920800 13.199550 4.692980  -0.059
H -6.430520 13.843830 7.149250  0.117
C -8.120170 13.046720 8.313900  -0.162
C -14.028210 18.651020 7.678500  -0.798
O -9.702000 17.848820 16.666430  0.102
C -7.381060 13.478300 12.906920  -0.205
N -10.976700 22.676740 16.327460  0.180
O -4.509200 21.659580 15.537380  0.064
H -10.039190 12.155690 2.514110  0.113
N -9.002970 13.463050 9.461050  -0.017
N -10.592970 24.609440 12.637990  0.186
H -8.616200 13.162000 7.350170  0.110
H -4.601230 12.806630 8.255640  0.084
N -9.952030 21.816180 14.634950  0.225
C -9.394630 14.391990 13.750320  -0.100
C -10.055690 12.483570 9.617040  -0.222
N -9.133250 15.446240 3.043380  -0.052
N -10.984080 24.370510 6.558910  0.170
H -7.005510 22.012890 13.112850  0.088
H -9.088330 18.325540 13.700410  0.075
C -5.944960 13.011320 13.199870  -0.241
C -5.251790 21.552500 16.441650  -0.878
H -8.945670 18.240230 6.574840  0.071
C -2.789990 8.994240 16.088320  -0.078
H -7.047750 15.135440 4.762340  0.109
C -4.716670 11.609860 14.674270  -0.230
H -13.595330 13.047510 10.906450  0.087
H -10.032420 13.578840 13.403760  0.062
H -11.480600 24.763600 5.772120  0.119
O -10.517150 13.154230 4.263750  -0.201
H -14.796380 21.439050 12.003900  0.130
H -10.206200 24.934260 6.870660  0.108
H -5.637540 20.664450 18.177400  0.115
H -7.037480 20.429800 13.868730  0.065
C -12.985590 21.043210 12.069430  -0.782
C -7.119480 20.947440 12.913000  -0.054
H -12.993010 18.140120 9.444590  0.086
O -12.623330 22.839890 6.980130  0.010
C -8.712600 17.953120 5.549490  -0.100
H -12.694880 19.139150 12.031710  0.107
H -9.631420 16.735560 10.927260  0.107
N -5.980170 11.804950 13.971560  -0.040
O -3.273260 10.345640 15.726050  -0.169
H -11.351890 23.255420 15.589580  0.061
H -5.724430 11.895130 9.280760  0.081
H -7.319590 18.743300 14.906580  0.087
H -7.923730 18.640620 5.244300  0.091
N -6.420160 22.082850 16.596780  0.183
H -9.659520 11.468180 9.605470  0.132
O -12.605090 22.205020 11.873640  0.009
O -11.973550 11.718420 11.026570  -0.186
H -6.370750 20.650420 12.178630  0.093
H -9.811530 21.850760 11.849770  0.082
H -4.615470 16.546890 11.416040  0.110
C -6.506400 17.342670 11.392450  -0.720

Cartesian forces, eV/Å:
0.0110 -0.1684 -0.1786
-0.3844 -0.3262 -0.1164
0.2213 -1.5369 0.9281
4.6627 -4.6072 0.0042
0.4187 0.2266 -0.1229
-1.1076 0.0697 0.0924
-0.5402 0.3804 1.4349
0.5500 -0.3550 2.4189
-0.8742 -0.6944 -0.9781
-0.2578 0.0940 0.0223
3.0812 -0.4839 2.3143
0.1926 0.1019 -0.8183
-0.8898 -0.1336 -0.8358
-1.8616 -2.1915 0.5494
1.4035 0.2458 2.0472
3.2581 1.5503 1.5347
0.0318 -0.6279 -0.0318
0.2074 -2.3870 1.0325
-1.3090 0.2751 0.2994
0.0442 0.0106 0.1575
1.7033 1.6822 -1.3056
-0.2715 0.8585 0.3801
1.5098 -1.4505 -0.5816
-0.7662 1.1376 0.8107
0.1045 1.3551 -0.5765
-0.8958 0.5421 -0.1308
-2.4898 2.6099 1.5391
-1.9656 -1.3255 -1.9493
0.2485 -0.2041 -0.6931
0.4059 -0.1383 -0.6127
0.6433 2.3143 -1.2953
0.3254 -0.3106 0.7496
-0.3011 -0.2446 -0.1967
-5.6143 0.5828 -0.6025
-0.0689 -0.7861 -0.9990
-1.3270 0.5154 0.2162
2.0594 -2.1559 0.8917
-0.0708 0.6172 -1.0625
0.3603 -0.3314 -0.0034
-0.4923 0.0548 -0.6564
-0.5757 -0.5205 -1.3006
-3.0343 -1.9064 -3.9707
-0.0471 -0.3132 -0.7755
0.8372 1.4734 -1.4268
-0.0777 0.0915 -0.1846
-0.4488 -0.0208 0.0451
0.3149 -0.1470 -0.0574
2.1307 1.4509 -1.5886
-4.2151 -1.1077 -4.7488
-0.3814 0.2312 -0.0220
4.4574 3.9403 -0.5638
-0.2343 -0.1789 0.0751
0.0745 -0.6288 0.1943
-0.1199 -0.3089 -0.0343
-0.1303 -0.1099 0.0694
2.1805 -0.9146 0.6765
-0.0359 -0.3651 -0.0702
-0.0932 0.3145 -0.6147
2.4244 1.1102 1.2205
0.2135 0.3975 -0.2523
0.4434 -0.2833 -0.3617
-0.0512 0.4542 -0.3529
-0.5152 -0.1809 -0.2004
-0.8951 -0.6834 0.0594
-0.2955 0.8408 0.5195
0.3424 0.1738 0.2050
0.5736 -0.0175 0.0056
0.1089 -0.0628 0.2290
1.5149 -4.5891 5.3314
3.9764 -1.5235 8.5267
-0.0945 -0.1595 0.1895
-0.4790 -0.2591 -0.0556
-0.2403 -3.4596 1.3145
-3.6275 -1.3120 2.6706
-0.9815 0.2739 -1.9217
-0.1457 -0.1322 0.3063
-0.0575 0.3652 -0.2020
0.5382 -0.7725 1.5210
0.3466 -0.1389 -0.0703
1.0161 -0.5843 2.2702
-0.1920 0.0098 -0.1528
-1.2735 1.2577 0.0232
-0.3336 -0.9196 -0.7483
0.0477 0.3075 -0.1325
-0.2520 -0.0686 -0.0161
-1.0981 -1.1956 -2.4075
-0.4998 0.5750 1.6120
-0.0502 -0.2379 -0.3858
0.0970 -0.2335 0.0064
-1.0777 0.2076 -1.0506
0.9372 1.5384 -1.7259
-0.2129 0.4978 0.1204
-0.1732 -0.0019 0.0302
0.3645 -0.0190 1.1635
0.3625 -0.0557 0.3772
-0.4003 -0.1006 0.0321
-0.5929 -1.2465 1.4152
1.5726 -0.1631 0.6222
0.0816 0.7450 0.6224
0.0381 0.2760 0.2307
-1.1099 0.7218 -0.0287
0.3724 0.6614 0.7341
-0.2864 -0.4254 0.4009
-0.0784 -0.0795 -0.8478
1.0233 0.2581 0.0282
1.0611 0.6655 -0.2076
-0.3478 0.0324 -0.4189
-0.6188 2.5990 -0.1900
1.2590 3.6869 0.9481
-2.5055 -1.2977 4.4136
0.3097 -1.9720 -0.5029
-4.9750 4.1719 0.8795
3.0341 1.7626 -4.2594
-0.0337 -0.2713 0.0954
2.5143 -1.9305 -0.2992
0.9794 -0.7818 -3.2863
-0.9254 -1.0266 -0.2904
-0.2789 0.1528 -0.4976
0.3769 -0.8068 -4.3744
-0.5835 -1.5603 1.1161
-0.8196 0.6183 -0.8356
-0.2727 0.7042 0.3150
0.7705 2.5141 -2.8292
-0.2732 0.1774 -0.0796
0.1490 -0.0498 0.1812
-0.6548 1.2022 -0.8754
-0.6587 -2.1628 0.9801
-0.4182 -0.1878 -0.0902
0.6005 0.3722 -0.2127
-0.3882 -0.0371 0.4977
-1.0611 0.7282 -0.2402
0.3426 0.5804 -0.4534
-0.2517 -0.0462 -0.1094
0.0920 -0.3460 0.0495
-1.3234 -0.3511 1.3697
-0.9225 -0.5576 -0.1925
-0.3064 -0.2782 0.2116
0.1528 -0.0285 -0.1684
0.4558 0.0422 -0.2370
2.5416 4.2017 0.3715
-0.8301 -0.4679 -0.0225
-0.2895 -0.1818 -0.4728
-0.2170 0.7918 -0.7342
1.3246 0.4576 -0.2190
0.6998 -0.1156 0.6423
0.2460 0.0835 -0.0335
0.1049 0.4812 1.3631
1.8153 -3.6067 1.6838
-0.5378 0.4174 0.4011
-0.5176 0.0414 -0.2969
-0.0312 -0.2538 0.3511
-0.1124 0.4948 -0.2943
-2.9792 4.3079 -1.8409
0.0368 0.0511 -0.3613
0.1758 0.1353 0.0180
1.2110 1.6142 -0.5277
0.0389 -0.2097 0.1353
-0.7486 -0.0454 -0.5461
-0.1414 0.3898 0.1730
1.7937 -2.4163 -0.4500

Its SMILES is COCCNCCOC.COCCNCCOC.COCCNCCOC.COCCNCCOC.NC(N)=O.NC(N)=O.NC(N)=O.NC(N)=O.NC(N)=O.NC(N)=O.NC(N)=O.NC(N)=O. The net charge is 0. The highest occupied orbital energy is -8.39 eV. The value obtained for the energy relative to the best compared isomer or geometry (same formula, charge and spin) is 8.750 eV. As for the total energy: -3573.24361 a.u.